Record 1
Entry from the OMol25 dataset: an isolated molecule of C18H15F4N3O2S at a distorted geometry (wB97M-V/def2-TZVPD).

Calculated values
maximum force = 6.6 eV/A
highest occupied orbital energy = -8.9611 eV
SMILES string = CCn1nc(-c2ccc(S(N)(=O)=O)cc2)c(-c2ccc(F)cc2)c1C(F)(F)F
orbital gap = 9.10 eV

Cartesian coordinates (Å):
1 C -2.39320 2.02884 -4.40997
2 C -0.89804 1.99126 -4.07974
3 N -0.53114 1.46035 -2.73465
4 N -0.78858 0.18421 -2.23211
5 C -0.33636 0.15111 -0.97381
6 C -0.34605 -1.06100 -0.09067
7 C 0.73376 -1.55855 0.65799
8 C 0.64639 -2.64376 1.61657
9 C -0.50819 -3.30888 1.53255
10 S -0.68796 -4.69429 2.71138
11 N -2.38221 -4.81617 2.88857
12 O -0.32660 -5.96171 2.18668
13 O 0.02626 -4.35476 3.91358
14 C -1.61267 -2.89919 0.74345
15 C -1.57555 -1.86016 -0.10478
16 C 0.36886 1.40941 -0.71661
17 C 1.19537 1.61625 0.56768
18 C 2.52600 1.81727 0.66160
19 C 3.33110 1.85971 1.80915
20 C 2.80286 1.41556 2.94363
21 F 3.70670 1.17175 3.95152
22 C 1.45886 1.15001 3.04359
23 C 0.67613 1.24707 1.79405
24 C 0.19216 2.17718 -1.78238
25 C 0.71687 3.68728 -1.85208
26 F 1.37912 3.63478 -2.98847
27 F 1.45018 4.06092 -0.85315
28 F -0.41759 4.42147 -2.21014
29 H -2.97265 2.53076 -3.65372
30 H -2.69817 2.54817 -5.37200
31 H -2.77796 1.05938 -4.41845
32 H -0.57440 2.97923 -4.20303
33 H -0.37157 1.44178 -4.87417
34 H 1.75876 -1.07027 0.48773
35 H 1.50594 -2.95837 2.12912
36 H -2.78178 -4.14766 3.52181
37 H -2.49864 -5.73781 3.25444
38 H -2.49764 -3.46922 0.73985
39 H -2.38502 -1.66308 -0.78656
40 H 2.91870 2.04693 -0.26660
41 H 4.36519 2.03113 1.76704
42 H 0.98659 0.92177 4.02011
43 H -0.38382 1.16131 1.66102

Record 2
Entry from the OMol25 dataset: a structure of composition C20H26N5O4Pd at a distorted geometry (wB97M-V/def2-TZVPD).

Calculated values
maximum force = 1.4 eV/A
highest occupied orbital energy = -2.6750 eV
charge = -1
orbital gap = 5.32 eV

Cartesian coordinates (Å):
1 Pd 0.33835 0.16602 -0.39405
2 O -2.64188 -3.94791 3.47742
3 C -1.72083 -3.16470 3.98588
4 O -1.51812 -3.08742 5.18319
5 C -0.90161 -2.34537 3.04170
6 C 0.10311 -1.54130 3.52424
7 N 0.66598 -0.94967 2.46250
8 N 0.10030 -1.30007 1.30601
9 C -0.86546 -2.16071 1.62324
10 C -1.77800 -2.76091 0.56848
11 O -2.49011 -3.72605 0.95534
12 O -1.69234 -2.34888 -0.59840
13 H -2.67818 -3.82910 2.44836
14 H 0.41671 -1.36530 4.53818
15 H 1.39420 -0.25777 2.42498
16 N 1.53088 -1.21810 -1.94445
17 C 2.66965 -1.04455 -1.81591
18 N 3.90320 -0.68923 -1.44099
19 C 4.07746 0.73041 -1.11147
20 C 5.28310 0.88759 -0.19949
21 C 6.52425 0.25866 -0.83058
22 C 6.26160 -1.20676 -1.17171
23 C 5.04638 -1.33306 -2.07871
24 H 3.15098 1.07379 -0.64622
25 H 4.22612 1.31144 -2.03316
26 H 5.06800 0.39654 0.75381
27 H 5.44365 1.94837 0.00326
28 H 7.38597 0.34961 -0.16612
29 H 6.77019 0.80115 -1.75097
30 H 6.06564 -1.76519 -0.25205
31 H 7.12894 -1.65922 -1.65742
32 H 4.79261 -2.37521 -2.26605
33 H 5.25723 -0.85600 -3.04806
34 C -3.88558 -0.29157 -2.47142
35 N -2.66778 -0.05200 -1.68030
36 C -3.00241 0.58765 -0.37943
37 C -1.58494 0.67450 -2.49898
38 C -1.26881 2.05052 -2.00706
39 C -1.95326 3.15691 -2.50584
40 C -1.69358 4.42282 -1.99520
41 C -0.74597 4.54046 -0.98325
42 C -0.06696 3.42315 -0.50510
43 C -0.27411 2.11716 -0.98818
44 H -4.63050 -0.78227 -1.84868
45 H -3.64271 -0.92879 -3.31884
46 H -4.26719 0.66565 -2.82484
47 H -2.24169 -0.96619 -1.40159
48 H -3.42468 1.57401 -0.56043
49 H -2.07556 0.68137 0.19002
50 H -3.71409 -0.06392 0.12528
51 H -1.90861 0.62169 -3.54116
52 H -0.66798 0.09697 -2.31657
53 H -2.68309 3.03801 -3.30469
54 H -2.20993 5.29445 -2.37967
55 H -0.53361 5.51952 -0.56364
56 H 0.66457 3.57976 0.28286

Record 3
Entry from the OMol25 dataset: a structure of composition C37H40AsNO3SZr (wB97M-V/def2-TZVPD).

Calculated values
maximum force = 0.9 eV/A
highest occupied orbital energy = -7.2698 eV
orbital gap = 7.77 eV

Cartesian coordinates (Å):
1 Zr -1.12127 -0.75634 -0.06845
2 C 0.08628 -4.43425 -1.01307
3 C 1.37738 -3.82272 -0.55190
4 C 2.46031 -4.61493 -0.19160
5 C 3.64505 -4.05281 0.26019
6 C 3.74709 -2.67147 0.35582
7 C 2.68511 -1.84613 0.01038
8 C 2.78941 -0.35633 0.15331
9 C 1.48288 -2.42425 -0.44639
10 N 0.39574 -1.62005 -0.74521
11 H 0.20363 -5.50219 -1.19556
12 H -0.26873 -3.95276 -1.92607
13 H -0.69930 -4.30495 -0.26162
14 H 2.37073 -5.69272 -0.27109
15 H 4.48263 -4.68403 0.52855
16 H 4.66899 -2.22062 0.70671
17 H 3.80553 -0.05833 0.41279
18 H 2.11928 0.01810 0.93506
19 H 2.50406 0.15056 -0.77128
20 C -4.19572 -1.94372 -3.37744
21 C -2.98379 -1.11745 -2.94527
22 C -3.01598 0.24520 -3.63248
23 C -2.90778 -0.95272 -1.42805
24 H -4.22603 -2.07515 -4.46203
25 H -5.12065 -1.44586 -3.07205
26 H -4.18291 -2.93285 -2.91614
27 H -2.08152 -1.64326 -3.27843
28 H -3.89167 0.81497 -3.30429
29 H -3.08057 0.14097 -4.71776
30 H -2.12683 0.83322 -3.40272
31 H -3.02522 -1.96142 -0.95164
32 H -3.78871 -0.40076 -1.06488
33 C 2.63861 -4.16745 5.82556
34 C 1.61892 -3.36310 5.06814
35 C 1.72422 -3.19227 3.69000
36 C 0.78652 -2.45021 2.99357
37 C -0.26690 -1.87181 3.68537
38 C -0.39612 -2.02412 5.05798
39 C 0.55018 -2.77121 5.73891
40 S -1.45694 -0.92872 2.80883
41 O -0.71012 0.11575 2.03399
42 O -2.42603 -0.42260 3.72397
43 O -2.00247 -1.81059 1.72208
44 H 3.37251 -4.60721 5.15235
45 H 2.16087 -4.97354 6.38419
46 H 3.16917 -3.54107 6.54467
47 H 2.54491 -3.64176 3.14414
48 H 0.89203 -2.33255 1.92228
49 H -1.22781 -1.56331 5.57230
50 H 0.45619 -2.89819 6.81084
51 C 1.24752 2.44073 -5.02818
52 C 0.48072 3.46432 -4.48837
53 C -0.04692 3.33995 -3.21102
54 C 0.19098 2.18369 -2.47792
55 C 0.95490 1.15273 -3.01965
56 C 1.48627 1.28679 -4.29453
57 As -0.49563 1.94159 -0.68856
58 C 0.89562 2.73488 0.40211
59 C 2.11123 3.11788 -0.15164
60 C 3.10806 3.64083 0.66145
61 C 2.89058 3.78580 2.02317
62 C 1.67345 3.40892 2.57554
63 C 0.67689 2.88039 1.76970
64 C -1.91878 3.24350 -0.56749
65 C -3.19522 2.85973 -0.96667
66 C -4.23724 3.77474 -0.93483
67 C -4.00675 5.07199 -0.49948
68 C -2.73495 5.45550 -0.09730
69 C -1.68913 4.54395 -0.13052
70 H 1.65614 2.54181 -6.02536
71 H 0.29072 4.36095 -5.06416
72 H -0.65115 4.13628 -2.79318
73 H 1.12341 0.24333 -2.44989
74 H 2.07903 0.48584 -4.71682
75 H 2.28807 3.00567 -1.21412
76 H 4.05546 3.93346 0.22741
77 H 3.66911 4.19157 2.65621
78 H 1.50097 3.51844 3.63837
79 H -0.26218 2.57004 2.20913
80 H -3.37301 1.84656 -1.30825
81 H -5.22860 3.47170 -1.24544
82 H -4.82038 5.78502 -0.46982
83 H -2.55599 6.46663 0.24478
84 H -0.69840 4.84374 0.18872

Record 4
Entry from the OMol25 dataset: a structure of composition C23H36FIrN2OSb2 (wB97M-V/def2-TZVPD).

Calculated values
maximum force = 0.6 eV/A
highest occupied orbital energy (alpha / beta) = -12.5106 / -13.9240 eV
spin multiplicity = 5
charge = +2
expectation value of S² = 6.043
orbital gap (alpha / beta) = 6.83 / 4.67 eV

Cartesian coordinates (Å):
1 Ir 0.81411 -0.68657 -1.01853
2 C 0.34327 -1.55284 3.40981
3 Sb 0.24859 -0.45952 1.59704
4 C -1.74173 0.26903 1.75883
5 C 1.46998 1.32138 2.28707
6 C 0.58605 2.44593 2.40020
7 C -0.14806 2.65401 3.59891
8 C -1.06663 3.65111 3.69188
9 C -1.31226 4.50242 2.57427
10 C -0.60431 4.35458 1.41166
11 C 0.38512 3.36588 1.28769
12 C 1.21151 3.31887 0.08702
13 Sb 0.50393 1.94282 -1.49532
14 C -1.28217 2.96503 -1.99515
15 C 1.82368 2.68995 -2.95966
16 H -0.19335 -1.00757 4.18433
17 H 1.37820 -1.70981 3.70585
18 H -0.13247 -2.51885 3.24582
19 H -1.92215 0.76420 2.71073
20 H -2.40258 -0.59644 1.68046
21 H -1.95992 0.94676 0.93481
22 H 2.23926 1.38226 1.52482
23 H 1.86611 0.96789 3.23832
24 H 0.04145 2.00068 4.44223
25 H -1.61612 3.81205 4.60965
26 H -2.04396 5.29454 2.66403
27 H -0.76128 5.04277 0.59067
28 H 2.23914 3.00435 0.25897
29 H 1.20227 4.27550 -0.43495
30 H -1.03763 4.00550 -2.20539
31 H -2.00497 2.90785 -1.18316
32 H -1.70860 2.50867 -2.88720
33 H 1.71543 3.77083 -3.02908
34 H 1.57071 2.23443 -3.91602
35 H 2.84644 2.42655 -2.69737
36 F 6.80682 -1.31538 -1.75486
37 C 5.48711 -1.25598 -1.60087
38 C 4.70074 -1.00530 -2.71610
39 C 3.33212 -0.93400 -2.55125
40 C 2.73282 -1.09482 -1.28024
41 C 3.58086 -1.39773 -0.19400
42 C 4.95545 -1.46128 -0.33944
43 H 5.17145 -0.87875 -3.68158
44 H 2.71545 -0.75443 -3.42461
45 H 3.15712 -1.59657 0.78436
46 H 5.61569 -1.68084 0.48846
47 C -0.10236 -3.86285 -1.25426
48 N -1.41444 -3.44487 -0.76840
49 C -2.00004 -4.27804 0.27976
50 C -1.91495 -2.24787 -1.13882
51 O -1.14049 -1.32745 -1.56910
52 N -3.23366 -2.00072 -1.07448
53 C -3.73820 -0.63384 -1.15394
54 C -4.27408 -3.01488 -1.24149
55 H -0.08563 -4.95111 -1.28248
56 H 0.70863 -3.52057 -0.60305
57 H 0.06693 -3.49247 -2.26185
58 H -1.19014 -4.63073 0.91933
59 H -2.52095 -5.15172 -0.11079
60 H -2.68741 -3.69376 0.88825
61 H -2.91504 0.07055 -1.14908
62 H -4.40214 -0.44090 -0.30943
63 H -4.30939 -0.50507 -2.07442
64 H -3.85122 -3.99649 -1.40919
65 H -4.86771 -2.75343 -2.11818
66 H -4.93044 -3.04291 -0.37150

Per-record energy relative to the best compared isomer or geometry (same formula, charge and spin), eV: 0.831; 0.691; 0.038; 0.000
Per-record total energy, hartree: -1807.2108; -1480.3476; -4395.4791; -1766.7660